Formula: C12H24F12LiO9P2
Source: OMol25
Level of theory: ωB97M-V/def2-TZVPD

```
60
Properties=species:S:1:pos:R:3
Li 0.91529 0.23303 0.90335
P 4.34688 1.07982 0.61768
F 4.35344 2.52243 1.35948
F 3.70157 1.79179 -0.68863
F 5.83832 1.28309 0.08678
F 4.24194 -0.36768 -0.10418
F 4.89685 0.36840 1.95065
F 2.77401 0.83510 1.16439
P 0.08826 -1.68494 2.93266
F 1.03095 -2.04505 1.63252
F -0.97386 -2.81668 2.44275
F 0.82657 -2.80508 3.82662
F -0.90371 -1.33151 4.15386
F 1.13901 -0.55530 3.39785
F -0.60296 -0.59406 1.94189
C -0.68767 2.97282 5.26623
C -0.49651 2.37814 3.89258
O -0.08499 3.45362 3.02886
C 0.15983 3.14370 1.76640
O 0.14463 2.02838 1.32274
O 0.34831 4.27150 1.10039
C 0.67779 4.20816 -0.25512
H -1.17816 2.26109 5.93063
H -1.29834 3.87637 5.26700
H 0.27608 3.23791 5.70227
H -1.40909 1.93204 3.49200
H 0.27097 1.60323 3.87542
H 1.71926 3.98617 -0.48819
H 0.43385 5.17858 -0.70011
H 0.04316 3.54989 -0.86096
C -6.32833 -0.96664 -3.98635
C -5.64420 -0.99982 -2.62795
O -4.26774 -1.37097 -2.78187
C -3.61247 -1.59830 -1.63968
O -4.05189 -1.43763 -0.53686
O -2.38274 -2.00758 -1.96288
C -1.54303 -2.37061 -0.86226
H -5.98820 -0.07663 -4.52216
H -7.41298 -0.87586 -3.93002
H -6.13601 -1.86079 -4.57943
H -6.12137 -1.78586 -2.04185
H -5.66815 -0.00458 -2.18830
H -0.93087 -1.53297 -0.53634
H -0.79541 -3.09331 -1.20197
H -2.08573 -2.86559 -0.06374
C 3.38436 -3.86008 -2.36421
C 2.72331 -2.79329 -1.50166
O 2.48658 -1.67886 -2.38129
C 1.74078 -0.72444 -1.86676
O 1.33034 -0.71640 -0.74395
O 1.46481 0.13924 -2.83155
C 0.98504 1.39111 -2.36998
H 4.14220 -3.44608 -3.02752
H 2.63632 -4.28947 -3.03962
H 3.73599 -4.69323 -1.75801
H 3.38050 -2.46690 -0.70016
H 1.77016 -3.19910 -1.16765
H 1.27625 2.17916 -3.05982
H 1.42336 1.61921 -1.39795
H -0.10259 1.39135 -2.28602
```

Calculated values
energy relative to the best compared isomer or geometry (same formula, charge and spin)	0.0	kcal per mole
DFT total energy	-82672.294	eV
net charge	-1
multiplicity	1
LUMO energy	2.3	eV
highest occupied orbital energy	-8.816	eV